# 1
# C39H40BrMgN9O2S

A molecular structure, C39H40BrMgN9O2S (ωB97M-V/def2-TZVPD, the Open Molecules 2025 dataset).

The value obtained for the HOMO-LUMO gap is 0.26519 Eh. For the largest force on an atom, the calculation gives 0.7 eV/A. The value obtained for the electronic energy is -5325.81370 Eh. The value obtained for the energy above the lowest of the compared OMol25 structures with the same formula, charge and spin is 22.8 kJ/mol. As for the molar mass: 803.1 g/mol. The charge is 0.

Geometry (Å):
Mg -0.097 -0.594 0.856
C 3.158 -2.728 -4.332
C 2.728 -2.365 -2.942
C 3.510 -1.550 -2.125
C 3.161 -1.278 -0.819
C 2.023 -1.852 -0.215
N 1.610 -1.679 1.084
C 2.460 -1.431 2.110
C 3.860 -1.586 2.079
C 4.675 -1.263 3.143
C 4.162 -0.758 4.331
C 5.046 -0.305 5.454
C 2.781 -0.682 4.423
C 1.949 -1.052 3.375
N 0.554 -1.105 3.709
C 0.074 -1.481 4.905
C -1.296 -1.351 4.883
C -1.570 -0.891 3.599
N -0.457 -0.751 2.897
C 1.197 -2.582 -1.089
C 1.539 -2.830 -2.408
N -0.036 -3.118 -0.627
C -0.550 -4.321 -0.916
C -1.790 -4.403 -0.331
C -1.947 -3.173 0.307
N -0.893 -2.400 0.118
H 3.598 -1.879 -4.855
H 3.912 -3.517 -4.319
H 2.318 -3.093 -4.924
H 4.410 -1.102 -2.528
H 3.766 -0.601 -0.235
H 4.312 -1.989 1.187
H 5.745 -1.398 3.040
H 6.064 -0.666 5.319
H 5.091 0.783 5.511
H 4.690 -0.669 6.418
H 2.332 -0.313 5.334
H 0.738 -1.829 5.673
H -1.986 -1.570 5.673
H -2.518 -0.655 3.143
H 0.850 -3.393 -3.024
H 0.016 -5.031 -1.491
H -2.470 -5.231 -0.351
H -2.771 -2.818 0.898
O 1.333 5.147 -0.250
C 1.962 4.465 0.756
C 2.959 5.141 1.450
C 3.594 4.521 2.510
C 3.242 3.231 2.885
C 2.262 2.560 2.174
C 1.619 3.156 1.098
C 0.581 2.376 0.298
O 0.620 1.061 0.515
N -0.720 3.003 0.625
N -1.789 2.302 0.264
C -2.936 2.596 0.716
C -4.080 1.802 0.244
Br -4.078 -0.009 0.856
C -5.053 2.270 -0.526
C -6.199 1.546 -1.098
C -6.015 0.374 -1.827
C -7.104 -0.280 -2.378
C -8.384 0.227 -2.210
C -8.572 1.403 -1.500
C -7.483 2.063 -0.955
H 0.578 4.630 -0.558
H 3.209 6.149 1.152
H 4.367 5.051 3.049
H 3.742 2.745 3.709
H 2.003 1.536 2.411
H 0.755 2.603 -0.780
H -0.765 3.527 1.501
H -3.115 3.419 1.419
H -4.978 3.326 -0.769
H -5.014 -0.012 -1.972
H -6.951 -1.188 -2.944
H -9.232 -0.288 -2.640
H -9.566 1.808 -1.373
H -7.629 2.983 -0.405
C -1.141 -1.607 -5.211
N -0.186 -0.698 -4.633
C -0.283 -0.195 -3.390
S -1.542 -0.512 -2.331
N 0.712 0.623 -2.974
C 1.835 1.074 -3.754
H -1.486 -1.232 -6.174
H -1.987 -1.687 -4.530
H -0.702 -2.598 -5.348
H 0.627 -0.464 -5.179
H 0.601 0.950 -2.024
H 1.524 1.704 -4.595
H 2.428 0.237 -4.130
H 2.485 1.661 -3.110

# 2
# C39H40F6OP2Pb

A molecular structure, C39H40F6OP2Pb in a non-equilibrium geometry (ωB97M-V/def2-TZVPD, the Open Molecules 2025 dataset).

The value obtained for the HOMO-LUMO gap is 0.22721 Eh. For the largest force on an atom, the calculation gives 2.6 eV/A. The value obtained for the electronic energy is -3060.00610 Eh. The value obtained for the energy above the lowest of the compared OMol25 structures with the same formula, charge and spin is 0.0 kJ/mol. As for the molar mass: 907.9 g/mol. The charge is 0.

Geometry (Å):
Pb -0.005 0.462 0.191
C -1.871 0.852 -7.397
C -1.889 -0.425 -6.968
C -1.057 -1.557 -7.510
C 0.288 -1.169 -8.163
C 1.179 -0.345 -7.270
C 1.202 0.994 -7.152
C 0.360 1.976 -7.915
C -0.992 1.457 -8.457
C 1.833 0.593 1.563
H -2.646 1.543 -7.040
H -2.693 -0.740 -6.287
H -1.626 -2.151 -8.247
H -0.852 -2.240 -6.674
H 0.816 -2.113 -8.365
H 0.105 -0.717 -9.144
H 1.963 -0.942 -6.779
H 2.015 1.466 -6.583
H 0.918 2.401 -8.767
H 0.158 2.823 -7.246
H -1.522 2.335 -8.856
H -0.817 0.800 -9.316
H 1.835 1.546 2.123
H 2.757 0.506 0.969
H 1.796 -0.238 2.286
P -1.633 -0.630 -2.045
P 1.740 -0.024 -2.034
C -0.550 -0.799 -3.442
C 0.808 -0.627 -3.414
C -2.533 -2.165 -1.744
C -2.931 -2.974 -2.818
C -3.669 -4.132 -2.566
C -4.002 -4.484 -1.253
C -3.574 -3.691 -0.180
C -2.803 -2.556 -0.414
C -2.818 0.741 -2.300
C -2.354 2.074 -2.261
C -3.256 3.128 -2.379
C -4.616 2.869 -2.576
C -5.080 1.549 -2.609
C -4.189 0.484 -2.457
C 3.202 -1.035 -1.663
C 3.024 -2.305 -1.074
C 4.132 -3.099 -0.799
C 5.418 -2.638 -1.102
C 5.598 -1.364 -1.654
C 4.496 -0.552 -1.927
C 2.278 1.685 -2.351
C 2.449 2.598 -1.289
C 2.877 3.895 -1.560
C 3.135 4.285 -2.878
C 2.945 3.384 -3.934
C 2.499 2.089 -3.675
H -1.069 -1.062 -4.372
H 1.423 -0.867 -4.288
H -2.659 -2.701 -3.840
H -3.983 -4.762 -3.397
H -4.588 -5.386 -1.061
H -3.836 -3.959 0.843
H -2.401 -1.974 0.418
H -1.288 2.282 -2.123
H -2.900 4.155 -2.322
H -5.317 3.697 -2.702
H -6.141 1.345 -2.752
H -4.555 -0.545 -2.453
H 2.017 -2.651 -0.830
H 3.997 -4.081 -0.349
H 6.285 -3.272 -0.904
H 6.599 -1.000 -1.877
H 4.633 0.448 -2.338
H 2.255 2.289 -0.257
H 3.011 4.600 -0.738
H 3.479 5.301 -3.083
H 3.142 3.688 -4.961
H 2.321 1.387 -4.492
C -2.946 -1.297 3.252
C -1.804 -0.356 2.896
O -0.996 -0.803 1.880
C -2.461 1.008 2.505
F -3.267 1.540 3.460
F -1.541 1.973 2.172
F -3.242 0.825 1.384
C -0.941 -0.150 4.200
F -1.701 0.127 5.305
F -0.247 -1.291 4.472
F -0.032 0.854 4.083
H -3.606 -1.417 2.387
H -3.515 -0.900 4.101
H -2.528 -2.274 3.511

# 3
# C39H40GeN4O2RuSe2Si

A molecular structure, C39H40GeN4O2RuSe2Si in a non-equilibrium geometry (ωB97M-V/def2-TZVPD, the Open Molecules 2025 dataset).

As for the multiplicity: 5. Its expectation value of S² is 6.05. The value obtained for the HOMO-LUMO gap (spin up / spin down) is 0.28845 / 0.19696 Eh. For the largest force on an atom, the calculation gives 1.5 eV/A. The value obtained for the electronic energy is -9143.20247 Eh. The value obtained for the energy above the lowest of the compared OMol25 structures with the same formula, charge and spin is 146.7 kJ/mol. As for the molar mass: 956.5 g/mol. The charge is +2.

Geometry (Å):
Ru 0.317 0.065 1.515
Se 0.559 1.078 3.766
Se 2.878 1.372 3.907
C 3.168 -0.362 4.716
C 4.430 -0.760 5.130
C 4.552 -2.024 5.686
C 3.429 -2.826 5.817
C 2.214 -2.334 5.376
N 2.091 -1.123 4.822
C 0.311 2.831 2.956
C -0.202 3.906 3.645
C -0.450 5.068 2.920
C -0.164 5.092 1.568
C 0.370 3.955 0.975
N 0.605 2.836 1.656
H 5.279 -0.092 5.050
H 5.518 -2.377 6.022
H 3.494 -3.808 6.266
H 1.300 -2.911 5.460
H -0.416 3.841 4.703
H -0.867 5.937 3.414
H -0.350 5.976 0.973
H 0.606 3.941 -0.084
O -1.168 -2.019 1.528
C -1.211 -1.945 0.310
O -0.539 -0.996 -0.307
C -1.921 -2.900 -0.599
C -2.096 -2.254 -1.952
Ge -0.338 -1.164 -2.403
C 0.431 -2.548 -3.618
C 1.170 -2.044 -4.688
C 1.600 -2.914 -5.683
C 1.318 -4.271 -5.593
C 0.597 -4.767 -4.515
C 0.144 -3.903 -3.525
C 1.417 -0.211 -1.935
C 1.343 1.017 -1.271
C 2.510 1.723 -0.985
C 3.745 1.218 -1.367
C 3.817 -0.012 -2.002
C 2.656 -0.735 -2.273
C -1.302 0.341 -3.228
C -1.913 1.334 -2.468
C -2.603 2.354 -3.110
C -2.696 2.372 -4.496
C -2.107 1.365 -5.248
C -1.412 0.339 -4.616
H -2.878 -3.183 -0.155
H -1.306 -3.804 -0.648
H -2.865 -1.484 -1.953
H -2.262 -2.952 -2.770
H 1.404 -0.987 -4.756
H 2.156 -2.523 -6.527
H 1.663 -4.945 -6.368
H 0.376 -5.825 -4.445
H -0.423 -4.305 -2.693
H 0.384 1.477 -1.068
H 2.451 2.685 -0.494
H 4.647 1.787 -1.174
H 4.779 -0.413 -2.303
H 2.733 -1.697 -2.760
H -1.871 1.309 -1.382
H -3.080 3.135 -2.531
H -3.239 3.167 -4.991
H -2.189 1.367 -6.328
H -0.964 -0.450 -5.210
N 4.019 -2.140 1.063
C 3.099 -3.161 1.155
C 1.911 -2.559 1.400
N 2.104 -1.179 1.469
C 3.389 -0.975 1.256
H 5.003 -2.248 0.884
H 3.359 -4.198 1.030
H 0.955 -3.010 1.597
H 3.881 -0.017 1.258
C -5.448 0.640 0.958
Si -4.345 1.951 1.684
C -4.227 3.503 0.649
C -4.818 2.366 3.436
C -2.620 1.244 1.698
C -1.481 0.791 1.667
H -6.475 1.006 0.883
H -5.449 -0.249 1.595
H -5.116 0.349 -0.043
H -5.201 3.770 0.228
H -3.521 3.374 -0.175
H -3.885 4.340 1.263
H -5.784 2.879 3.440
H -4.078 3.031 3.891
H -4.905 1.467 4.051

# 4
# C39H40LuN4O3S

A molecular structure, C39H40LuN4O3S in a non-equilibrium geometry (ωB97M-V/def2-TZVPD, the Open Molecules 2025 dataset).

As for the multiplicity: 2. Its expectation value of S² is 0.78. The value obtained for the HOMO-LUMO gap (spin up / spin down) is 0.21370 / 0.20806 Eh. For the largest force on an atom, the calculation gives 1.0 eV/A. The value obtained for the electronic energy is -3588.69599 Eh. The value obtained for the energy above the lowest of the compared OMol25 structures with the same formula, charge and spin is 26.2 kJ/mol. As for the molar mass: 819.8 g/mol. The charge is 0.

Geometry (Å):
Lu 0.925 0.405 -0.201
O 4.777 1.059 -1.728
C 3.658 1.011 -1.299
N 3.161 0.517 -0.131
C 3.867 -0.408 0.579
O 4.921 -0.944 0.305
C 3.120 -0.822 1.836
C 3.741 -1.670 2.741
C 3.038 -2.074 3.864
C 1.748 -1.596 4.053
C 1.209 -0.743 3.105
N 1.870 -0.373 2.009
C 2.435 1.626 -2.184
C 2.950 2.352 -3.346
C 2.638 3.658 -3.547
C 1.816 4.335 -2.622
C 1.312 3.623 -1.540
N 1.562 2.356 -1.300
H 4.753 -1.989 2.539
H 3.488 -2.744 4.585
H 1.168 -1.878 4.921
H 0.214 -0.325 3.229
H 3.583 1.802 -4.027
H 3.021 4.180 -4.415
H 1.565 5.377 -2.753
H 0.647 4.106 -0.830
S 2.410 -0.819 -3.516
C 1.796 0.229 -2.453
C -3.714 2.964 4.000
C -2.433 2.680 3.257
C -1.226 3.202 3.709
C -0.061 2.945 2.997
C 1.275 3.467 3.459
C -0.134 2.194 1.838
C -1.335 1.623 1.335
C -2.482 1.894 2.111
N -1.200 0.816 0.228
C -2.215 0.563 -0.811
C -1.831 1.407 -2.050
C -2.726 1.094 -3.249
C -2.591 -0.388 -3.612
C -3.013 -1.243 -2.414
C -4.467 -0.937 -2.049
C -4.588 0.545 -1.690
C -4.179 1.404 -2.888
C -3.687 0.861 -0.488
C -2.117 -0.921 -1.216
H -3.515 3.421 4.968
H -4.290 2.051 4.156
H -4.337 3.650 3.422
H -1.195 3.803 4.610
H 1.173 4.072 4.359
H 1.743 4.077 2.684
H 1.954 2.639 3.677
H 0.797 2.071 1.276
H -3.437 1.468 1.854
H -0.787 1.197 -2.311
H -1.898 2.468 -1.784
H -2.416 1.707 -4.101
H -1.556 -0.614 -3.885
H -3.223 -0.618 -4.475
H -2.912 -2.303 -2.666
H -4.780 -1.552 -1.198
H -5.124 -1.177 -2.890
H -5.623 0.770 -1.414
H -4.284 2.464 -2.637
H -4.833 1.198 -3.741
H -4.008 0.246 0.357
H -3.797 1.915 -0.224
H -1.076 -1.151 -1.476
H -2.401 -1.537 -0.358
C -0.437 -3.234 1.009
C 0.810 -2.962 0.217
O 1.026 -1.830 -0.201
C 1.781 -4.023 -0.030
C 1.524 -5.360 0.294
C 2.489 -6.323 0.075
C 3.725 -5.969 -0.454
C 3.986 -4.646 -0.789
C 3.019 -3.682 -0.588
H -0.881 -2.288 1.313
H -0.218 -3.842 1.886
H -1.150 -3.774 0.382
H 0.564 -5.651 0.700
H 2.282 -7.357 0.319
H 4.481 -6.727 -0.608
H 4.943 -4.365 -1.208
H 3.211 -2.651 -0.859

# 5
# C39H41As2FeN4O5P

A molecular structure, C39H41As2FeN4O5P in a non-equilibrium geometry (ωB97M-V/def2-TZVPD, the Open Molecules 2025 dataset).

As for the multiplicity: 5. Its expectation value of S² is 6.26. The value obtained for the HOMO-LUMO gap (spin up / spin down) is 0.22903 / 0.30296 Eh. For the largest force on an atom, the calculation gives 1.0 eV/A. The value obtained for the electronic energy is -8182.60358 Eh. As for the molar mass: 882.4 g/mol. The charge is 0.

Geometry (Å):
Fe 1.367 1.104 -0.219
O 2.724 2.669 -0.257
C 1.609 3.034 0.096
C 0.704 3.993 0.469
C 0.988 5.393 0.575
C -0.020 6.265 0.883
C -1.334 5.817 1.107
C -1.626 4.459 1.021
C -0.638 3.540 0.725
P -0.814 1.730 0.564
C -1.115 1.139 2.273
C -1.048 1.971 3.388
C -1.224 1.444 4.663
C -1.472 0.088 4.824
C -1.546 -0.746 3.716
C -1.353 -0.225 2.447
C -2.496 1.648 -0.154
C -3.650 1.791 0.611
C -4.887 1.882 -0.009
C -4.983 1.860 -1.393
C -3.837 1.696 -2.159
C -2.602 1.575 -1.542
H 2.000 5.735 0.403
H 0.198 7.323 0.952
H -2.115 6.525 1.349
H -2.640 4.120 1.193
H -0.870 3.030 3.248
H -1.169 2.093 5.527
H -1.613 -0.313 5.820
H -1.749 -1.801 3.842
H -1.378 -0.874 1.577
H -3.587 1.816 1.692
H -5.783 1.980 0.592
H -5.947 1.955 -1.874
H -3.907 1.652 -3.239
H -1.704 1.411 -2.125
C -3.693 -1.897 -0.912
As -1.739 -1.913 -1.160
C -1.768 -2.639 -2.995
C -1.341 -3.609 -0.251
C -2.317 -4.592 -0.104
C -2.041 -5.800 0.514
C -0.770 -6.039 1.007
C 0.211 -5.071 0.870
C -0.046 -3.854 0.241
As 1.359 -2.475 0.026
C 2.752 -3.270 1.161
C 2.105 -3.225 -1.640
H -4.174 -2.792 -1.304
H -4.107 -1.033 -1.429
H -3.929 -1.799 0.149
H -2.360 -3.553 -3.038
H -0.754 -2.863 -3.325
H -2.196 -1.897 -3.670
H -3.320 -4.422 -0.472
H -2.815 -6.551 0.616
H -0.539 -6.976 1.498
H 1.197 -5.272 1.268
H 2.912 -4.317 0.906
H 2.501 -3.189 2.218
H 3.688 -2.747 0.983
H 2.272 -4.294 -1.515
H 3.062 -2.737 -1.835
H 1.435 -3.074 -2.487
O 6.414 -0.427 2.433
C 5.564 -0.053 3.363
O 5.871 0.058 4.527
C 4.165 0.235 2.935
C 3.192 0.667 3.811
N 2.054 0.784 3.112
N 2.217 0.449 1.830
C 3.497 0.128 1.692
C 3.988 -0.277 0.327
O 5.165 -0.644 0.205
O 3.118 -0.254 -0.591
H 5.976 -0.519 1.531
H 3.263 0.887 4.862
H 1.145 1.075 3.440
C 2.116 -1.140 -5.048
C 1.497 -0.038 -4.260
C 0.922 1.154 -4.648
C 0.561 1.812 -3.457
N 0.872 1.054 -2.413
N 1.435 -0.064 -2.918
C -0.044 3.164 -3.276
H 2.121 -0.892 -6.106
H 1.572 -2.076 -4.909
H 3.145 -1.304 -4.724
H 0.790 1.514 -5.654
H 1.890 -0.706 -2.282
H -0.929 3.284 -3.900
H 0.676 3.935 -3.553
H -0.320 3.315 -2.233